1.
This record from the Open Molecules 2025 dataset describes a 2-piece molecular cluster, C6H17N2O overall. The level of theory is the ωB97M-V functional and the def2-TZVPD basis.

Each line ends with the natural charge from an NBO analysis.
Element x y z (Å)
1 O 2.02620 2.45545 -0.54860  -0.648
2 C 2.93404 3.24845 -0.75623  0.678
3 N 2.70668 4.58862 -0.89811  -0.829
4 C 4.38501 2.83696 -0.87654  -0.724
5 H 3.46809 5.24943 -1.07171  0.403
6 H 1.74343 4.92553 -0.82628  0.408
7 H 4.46330 1.74426 -0.74815  0.239
8 H 4.99869 3.32705 -0.10206  0.236
9 H 4.78925 3.10464 -1.86727  0.236
10 C -2.81921 -2.95892 0.70474  -0.420
11 C -2.20099 -1.17170 -0.82728  -0.423
12 C -1.92128 -0.86941 1.57142  -0.423
13 C -0.47373 -2.40713 0.36170  -0.423
14 N -1.85381 -1.85179 0.45265  -0.211
15 H -3.84639 -2.56314 0.77465  0.240
16 H -2.57500 -3.47250 1.64983  0.240
17 H -2.78089 -3.69502 -0.11580  0.240
18 H -3.22091 -0.75494 -0.77539  0.239
19 H -1.49447 -0.34879 -1.02789  0.248
20 H -2.15541 -1.88681 -1.66583  0.239
21 H -1.66652 -1.35846 2.52669  0.239
22 H -1.21148 -0.04295 1.39900  0.248
23 H -2.93791 -0.44909 1.65151  0.239
24 H -0.20196 -2.91425 1.30275  0.239
25 H -0.40785 -3.13676 -0.46287  0.239
26 H 0.25309 -1.59873 0.17507  0.249

Its lowest unoccupied orbital energy is -2.68 eV. Its multiplicity is 1. The relative energy (zero: lowest compared OMol25 entry of this formula, charge and spin) comes out at 15.3 kcal per mole. The total charge is +1. The value obtained for the frontier orbital gap is 9.3 eV.

2.
This record from the Open Molecules 2025 dataset describes a 2-piece molecular cluster, C6H17N2O2P overall. The level of theory is the ωB97M-V functional and the def2-TZVPD basis.

Each line ends with the natural charge from an NBO analysis.
Element x y z (Å)
1 C 1.76895 2.80574 -0.52380  -0.054
2 C 0.52616 -0.65832 2.50275  -0.413
3 C -1.84658 -1.44026 -0.99134  -0.269
4 C 2.28275 -1.55909 -1.94870  -0.849
5 C -2.65709 0.19738 0.61551  -0.099
6 C -2.31323 1.65117 0.01961  -0.069
7 N 1.72613 1.68099 0.05405  -0.725
8 N 0.31426 0.59045 1.77531  -0.979
9 O -1.72361 -0.82240 0.29515  -0.555
10 O -0.89565 1.91457 -0.03084  -0.839
11 P 0.22760 0.72835 0.07780  1.428
12 H 1.34398 -1.49849 -1.45213  0.214
13 H 0.80339 3.38367 -0.73851  0.148
14 H 2.68658 3.33565 -0.67028  0.159
15 H 1.51121 -0.93447 2.72053  0.180
16 H -0.02630 -0.80109 3.38164  0.185
17 H -0.00441 -1.47622 1.92281  0.206
18 H -1.58750 -0.73626 -1.72310  0.178
19 H -2.91044 -1.89934 -1.24533  0.185
20 H -1.01212 -2.23895 -1.18116  0.212
21 H 1.93802 -2.10907 -2.89133  0.201
22 H 2.61000 -0.49872 -2.12554  0.222
23 H 2.94275 -2.13185 -1.40504  0.208
24 H -3.70670 0.17058 0.16249  0.181
25 H -2.70163 0.39787 1.68820  0.209
26 H -2.79160 2.30096 0.77322  0.181
27 H -2.77204 1.84310 -0.87645  0.168
28 H 0.79554 1.35896 2.22840  0.384

Its lowest unoccupied orbital energy is 0.88 eV. Its SMILES is C=NP(NC)OCCOC.C. Its multiplicity is 1. The relative energy (zero: lowest compared OMol25 entry of this formula, charge and spin) comes out at 81.8 kcal per mole. The value obtained for the frontier orbital gap is 9.1 eV.

3.
This record from the Open Molecules 2025 dataset describes C6H17N3 as an isolated structure. The level of theory is the ωB97M-V functional and the def2-TZVPD basis.

Each line ends with the natural charge from an NBO analysis.
Element x y z (Å)
1 C 0.95944 1.43731 0.50631  -0.146
2 C 1.69943 1.83506 -0.73636  -0.652
3 C -0.23069 2.29138 0.82244  -0.660
4 H 0.98662 -0.17492 0.34627  0.180
5 H 1.61150 1.29186 1.36557  0.195
6 H 2.54344 1.17400 -0.93616  0.217
7 H 1.03960 1.82349 -1.60734  0.207
8 H -0.89175 2.38681 -0.04189  0.215
9 H -0.81398 1.89382 1.65443  0.232
10 H 0.09790 3.30438 1.09986  0.226
11 H 2.08655 2.85967 -0.63038  0.213
12 C -2.17523 -0.86974 -0.43719  -0.400
13 C 0.54978 -1.51103 -1.47611  -0.665
14 N -0.98477 -0.74632 0.38705  -0.359
15 C 0.30246 -1.37360 0.02866  0.264
16 N -1.27351 -0.76909 1.77917  -0.652
17 N 0.55538 -2.46499 0.77703  -0.693
18 H -0.53740 -0.24358 2.24776  0.338
19 H -1.11171 -1.73675 2.08265  0.355
20 H 1.13345 -3.13164 0.26347  0.332
21 H -2.96840 -0.24260 -0.02510  0.221
22 H -2.52826 -1.90353 -0.50763  0.168
23 H -1.95824 -0.48928 -1.43658  0.191
24 H 0.01764 -2.37346 -1.88197  0.233
25 H 0.27243 -0.59793 -2.00298  0.217
26 H 1.61831 -1.66931 -1.64100  0.223

Its lowest unoccupied orbital energy (alpha / beta) is -0.33 / -0.33 eV. Its multiplicity is 1. The relative energy (zero: lowest compared OMol25 entry of this formula, charge and spin) comes out at 115.8 kcal per mole. The value obtained for the frontier orbital gap (alpha / beta) is 7.7 / 7.8 eV.

4.
This record from the Open Molecules 2025 dataset describes an isolated ion of composition C6H17N4 and charge +1. The level of theory is the ωB97M-V functional and the def2-TZVPD basis.

Each line ends with the natural charge from an NBO analysis.
Element x y z (Å)
1 C -1.71551 0.63629 -1.25856  -0.469
2 C -0.33232 0.49075 -1.84409  -0.224
3 C -1.15786 0.67750 0.15662  0.439
4 C -1.59895 -1.79937 0.63947  -0.425
5 C 2.30507 -0.75611 -0.58730  -0.401
6 C 1.94648 0.93176 1.17560  -0.374
7 N 0.25151 0.82196 -0.49145  -0.310
8 N -1.79950 1.68860 0.92093  -0.849
9 N -1.05453 -0.51061 1.03515  -0.652
10 N 1.28943 0.05230 0.15709  -0.272
11 H -2.19984 1.51998 -1.64771  0.250
12 H -2.35931 -0.06889 -1.60804  0.246
13 H 0.11081 -0.53676 -2.07708  0.193
14 H 0.11991 1.31039 -2.41083  0.234
15 H -0.96106 -2.10946 -0.15189  0.189
16 H -1.32390 -2.55335 1.38632  0.230
17 H -2.70307 -1.89988 0.33738  0.223
18 H 2.49647 -0.14781 -1.42164  0.225
19 H 3.14806 -1.00031 -0.03733  0.238
20 H 1.81124 -1.66949 -0.75504  0.214
21 H 2.65966 1.73272 0.68535  0.229
22 H 1.22116 1.39502 1.67725  0.208
23 H 2.43282 0.36335 1.82973  0.205
24 H -1.75976 1.70764 1.93709  0.384
25 H -2.19336 2.53120 0.59362  0.409
26 H -1.43442 -0.38349 1.97022  0.409
27 H 0.44276 -0.56665 0.71963  0.452

Its lowest unoccupied orbital energy is -2.44 eV. Its SMILES is CN[C@]1(N)CCN1[NH+](C)C. Its multiplicity is 1. The relative energy (zero: lowest compared OMol25 entry of this formula, charge and spin) comes out at 46.4 kcal per mole. The total charge is +1. The value obtained for the frontier orbital gap is 10.5 eV.

5.
This record from the Open Molecules 2025 dataset describes a 2-piece molecular cluster, C6H17N4 overall. The level of theory is the ωB97M-V functional and the def2-TZVPD basis.

Each line ends with the natural charge from an NBO analysis.
Element x y z (Å)
1 C -1.68226 2.26806 -0.37903  -0.393
2 C -1.58536 1.58614 1.01680  -0.404
3 C -2.12789 0.84129 -1.07224  -0.384
4 C -1.96547 0.19668 0.36982  -0.069
5 C -0.08242 -2.91362 -0.61821  -0.718
6 C -1.08956 -1.93706 -0.28525  0.302
7 N 3.76330 0.66505 -0.27568  -0.708
8 N 1.57850 0.42046 0.36826  -0.710
9 N -0.90737 -0.72794 0.23062  -0.447
10 N 2.83945 -0.32256 0.04757  -0.299
11 H -2.47304 3.05700 -0.37577  0.231
12 H -0.76040 2.64353 -0.82550  0.208
13 H -0.64533 1.64839 1.45234  0.208
14 H -2.30988 1.89638 1.68708  0.234
15 H -3.05390 1.01053 -1.38366  0.222
16 H -1.37010 0.35583 -1.75086  0.203
17 H -2.86964 -0.38174 0.64932  0.224
18 H 0.74886 -2.37135 -0.78584  0.256
19 H -0.43577 -3.55216 -1.38223  0.260
20 H 0.33621 -3.54013 0.11618  0.287
21 H -2.10130 -2.19271 -0.54961  0.206
22 H 4.72314 0.37108 -0.13471  0.380
23 H 0.08121 -0.26503 0.34579  0.454
24 H 1.42193 1.10216 -0.37246  0.372
25 H 1.77533 1.03122 1.25145  0.370
26 H 3.14235 -0.73008 0.91515  0.354
27 H 3.66135 0.98549 -1.29283  0.362

Its lowest unoccupied orbital energy is -3.89 eV. Its multiplicity is 1. The relative energy (zero: lowest compared OMol25 entry of this formula, charge and spin) comes out at 54.4 kcal per mole. The total charge is +1. The value obtained for the frontier orbital gap is 8.2 eV.

6.
This record from the Open Molecules 2025 dataset describes a 2-piece molecular cluster, C6H17N4O2PS overall. The level of theory is the ωB97M-V functional and the def2-TZVPD basis.

Each line ends with the natural charge from an NBO analysis.
Element x y z (Å)
1 C -0.23120 0.21954 1.97729  -0.242
2 C 1.40131 1.57061 0.71249  -0.218
3 C -1.24899 1.20985 1.52972  -0.231
4 C 0.29272 2.59326 0.40255  -0.246
5 C 0.01566 -0.25472 -1.96065  -0.415
6 C -0.89717 -2.38623 -1.09213  -0.431
7 N 0.86702 0.25680 1.02318  -0.825
8 N -0.77438 2.61542 1.32168  -0.571
9 N 2.05876 -3.69485 -0.57787  -0.038
10 N -0.09852 -1.16768 -0.88838  -0.838
11 O 0.82363 -2.22083 1.21734  -1.118
12 O 1.77718 -3.99821 -1.76356  -0.270
13 P 1.03247 -1.16228 0.25244  2.138
14 S -0.50857 3.43362 2.78419  0.132
15 H 0.02058 0.43831 3.00920  0.195
16 H -0.72029 -0.71512 1.99844  0.238
17 H 2.02600 1.41633 -0.26269  0.210
18 H 1.86703 2.08299 1.56137  0.203
19 H -1.62716 0.77655 0.56390  0.195
20 H -1.99708 1.17218 2.26786  0.212
21 H 0.81060 3.50971 0.45033  0.208
22 H -0.13605 2.55812 -0.56843  0.191
23 H 0.35893 -0.76394 -2.85746  0.198
24 H -1.05925 0.01250 -2.14547  0.197
25 H 0.56961 0.67903 -1.72702  0.211
26 H -0.63840 -3.18286 -2.02267  0.188
27 H -0.87949 -2.96262 -0.05886  0.252
28 H -1.90645 -2.14722 -1.34132  0.191
29 H 2.21841 -0.96704 -0.36946  -0.125
30 H 1.65064 -4.25108 0.16107  0.303
31 H -1.22356 4.58090 2.61324  0.109

Its lowest unoccupied orbital energy (alpha / beta) is -0.45 / -0.45 eV. Its SMILES is CN(C)[P@H](=O)N1CCN(S)CC1.N=O. Its multiplicity is 1. The relative energy (zero: lowest compared OMol25 entry of this formula, charge and spin) comes out at 60.9 kcal per mole. The value obtained for the frontier orbital gap (alpha / beta) is 7.9 / 7.9 eV.